Density functional theory data (the ωB97M-V functional and the def2-TZVPD basis) for a cluster of 4 separate species, C14H28O6 in total.

E_HOMO = -9.134 eV
Net charge = 0
E_LUMO = 0.7894 eV
Energy relative to the best compared isomer or geometry (same formula, charge and spin) = 0.0 kJ/mol
SMILES = CCOC(C)=O.CCOC(C)=O.CC(C)=O.CC(C)=O
M = 292.4 g mol⁻¹
Kohn-Sham gap = 9.92 eV

Structure (XYZ):
```
48
Properties=species:S:1:pos:R:3:forces:R:3
C 1.0429 -0.4605 -1.0007 -0.4 0.3 1.0
C -0.4481 -0.1318 -0.9426 0.2 -0.5 -0.1
O -0.9932 -0.0984 0.1365 0.1 0.5 0.0
C -1.2142 -0.0741 -2.2342 -0.3 0.8 0.3
H 1.5114 -0.5865 -1.9702 -0.2 -0.1 -0.1
H 1.1002 -1.3494 -0.3665 0.3 -0.3 -0.4
H 1.5864 0.2901 -0.4213 0.0 0.2 -0.2
H -2.2712 0.1206 -2.0540 0.0 -0.6 0.2
H -1.0305 -1.0329 -2.7181 -0.2 0.2 -0.4
H -0.9250 0.7985 -2.8279 0.6 -0.4 -0.2
C 1.3820 5.1084 -3.9116 -0.5 0.2 0.1
C 0.9538 3.6656 -3.8130 1.0 0.2 -0.4
O 0.4869 3.2172 -2.8000 -0.5 -0.2 0.2
C 1.3727 2.7739 -4.9671 0.2 -0.6 0.5
H 1.3440 5.4900 -4.9308 0.1 0.0 0.0
H 2.4078 5.1604 -3.5423 0.0 0.0 -0.1
H 0.7557 5.7267 -3.2695 0.1 0.0 0.0
H 1.2394 1.7425 -4.6356 -0.3 0.0 -0.3
H 2.4464 2.8811 -5.1432 0.0 0.3 0.0
H 0.8712 2.9575 -5.9145 -0.2 0.1 0.1
O -2.0465 -3.0159 -0.5586 -0.1 0.0 0.2
C -2.4677 -3.6902 0.3527 0.5 0.1 -0.5
O -2.9097 -3.1977 1.5057 -0.3 -0.7 0.4
C -3.0209 -1.7877 1.6958 -0.2 0.7 0.3
C -4.0732 -1.5362 2.7707 -0.5 0.4 -0.6
C -2.5475 -5.1986 0.2820 0.2 0.2 -0.3
H -3.3206 -1.2895 0.7755 0.2 -0.3 -0.2
H -2.0533 -1.3834 1.9869 0.1 0.0 -0.1
H -4.8783 -2.2645 2.6623 0.2 -0.2 0.3
H -4.5807 -0.5921 2.5494 0.3 0.1 0.1
H -3.6914 -1.4668 3.7850 0.0 -0.4 0.0
H -3.1462 -5.6172 1.0839 -0.1 -0.1 -0.1
H -1.5522 -5.6455 0.2961 0.1 0.2 0.3
H -2.9013 -5.4266 -0.7233 -0.4 -0.1 0.2
O 3.0770 1.6754 1.2516 -0.1 -0.7 -0.1
C 2.2223 1.5178 2.0925 0.4 1.8 0.2
O 2.0795 0.4611 2.8590 -0.6 -0.8 0.2
C 2.8374 -0.7343 2.5913 0.2 0.2 -0.1
C 2.6231 -1.6197 3.7976 0.1 0.3 0.3
C 1.3113 2.6852 2.4656 0.0 -0.2 -1.5
H 3.8763 -0.4586 2.4139 0.1 0.0 0.3
H 2.4967 -1.1918 1.6625 -0.2 0.0 0.0
H 1.5909 -1.9577 3.8754 0.0 -0.2 -0.3
H 2.7893 -1.0333 4.7036 0.2 0.0 0.0
H 3.3227 -2.4529 3.8010 -0.1 -0.1 -0.1
H 0.3825 2.4441 2.9694 0.3 -0.1 0.5
H 1.0361 3.1019 1.4899 -0.1 0.0 0.1
H 1.9259 3.4754 2.8894 -0.1 -0.2 0.6
```
Forces are in eV/Å.

Here are the Löwdin charges for atoms 1 to 5, given in e: number 1, C, carries 0.00; number 2, C, carries -0.48; number 3, O, carries 0.05; number 4, C, carries -0.02; number 5, H, carries 0.08